{"formula": "C31H29CdN4O5S", "method": "ωB97M-V with the def2-TZVPD basis set", "gap_ev": 6.869, "homo_ev": -4.633, "e_lumo_ev": 2.2362, "de_lowest_kj_mol": 2.6, "charge": -1, "elements": ["Cd", "C", "C", "O", "C", "C", "C", "C", "C", "C", "O", "H", "H", "H", "H", "H", "H", "H", "C", "O", "C", "C", "C", "C", "C", "C", "N", "C", "N", "C", "C", "C", "C", "C", "C", "O", "C", "N", "C", "C", "C", "C", "C", "C", "O", "C", "H", "H", "H", "H", "H", "H", "H", "H", "H", "H", "H", "H", "H", "H", "H", "H", "H", "H", "H", "H", "H", "H", "S", "C", "N"], "xyz": [[-0.707479, 0.649904, 1.727201], [-4.876934, 2.308841, 2.176899], [-3.811365, 1.244538, 2.360271], [-3.013837, 1.106591, 1.433998], [-3.775500, 0.444874, 3.575111], [-4.699295, 0.703553, 4.610378], [-4.752077, -0.039654, 5.761370], [-3.847906, -1.110254, 5.906759], [-2.934395, -1.400174, 4.933679], [-2.833689, -0.640134, 3.716732], [-1.951680, -0.964397, 2.853766], [-4.713301, 2.773643, 1.207181], [-4.799561, 3.073267, 2.952829], [-5.880073, 1.881702, 2.227403], [-5.392949, 1.527169, 4.489901], [-5.469799, 0.190626, 6.538267], [-3.874592, -1.716974, 6.806278], [-2.233139, -2.219637, 5.044032], [2.610633, 1.304804, -5.546067], [2.157401, 0.688761, -4.359965], [2.844070, -0.399656, -3.913789], [3.949009, -0.945204, -4.540987], [4.575534, -2.064304, -3.994505], [4.080632, -2.633279, -2.837450], [2.958360, -2.094157, -2.215591], [2.335185, -0.965439, -2.731804], [1.195163, -0.390360, -2.173545], [0.911761, -0.288801, -0.809997], [1.995299, -0.348560, 0.005142], [2.137764, -0.582523, 1.407410], [1.207137, -0.227606, 2.376344], [1.536221, -0.542128, 3.702658], [2.737802, -1.129349, 4.050856], [3.674487, -1.447459, 3.068713], [3.365193, -1.181910, 1.750143], [4.204902, -1.460615, 0.695058], [5.462938, -2.019406, 0.996302], [-0.294985, -0.103217, -0.390032], [-1.422368, -0.107124, -1.243545], [-2.446297, -1.007546, -0.978852], [-3.630453, -0.976314, -1.701277], [-3.810672, -0.015310, -2.681233], [-2.812672, 0.914093, -2.943095], [-1.624015, 0.870280, -2.229097], [-0.594926, 1.745357, -2.420801], [-0.847423, 2.911432, -3.191181], [1.938952, 2.139582, -5.726327], [2.570131, 0.616025, -6.393692], [3.631072, 1.680916, -5.435110], [4.335973, -0.502648, -5.448527], [5.443413, -2.484130, -4.487910], [4.554604, -3.507962, -2.408747], [2.564749, -2.547615, -1.314924], [0.737184, 0.333973, -2.714828], [2.869784, -0.412570, -0.487443], [0.823634, -0.316433, 4.488225], [2.964966, -1.344294, 5.089264], [4.616201, -1.903719, 3.340049], [5.974602, -2.146493, 0.044505], [5.362502, -2.992660, 1.485081], [6.051435, -1.359774, 1.640046], [-2.308844, -1.704527, -0.161411], [-4.417490, -1.684829, -1.473507], [-4.738515, 0.031464, -3.239260], [-2.971973, 1.682891, -3.686470], [0.062184, 3.502524, -3.132218], [-1.667995, 3.483164, -2.760300], [-1.048846, 2.656096, -4.236551], [-2.069970, 4.882712, -0.285878], [-1.340874, 3.708569, 0.601812], [-0.824985, 2.871791, 1.232257]], "forces_ev_per_a": [[0.04, -0.03, 0.33], [-0.01, 0.00, 0.03], [-0.11, 0.04, 0.06], [0.10, -0.08, -0.16], [0.05, -0.12, 0.03], [0.03, 0.02, -0.06], [0.00, 0.00, 0.00], [0.01, -0.01, -0.03], [0.00, 0.01, -0.04], [0.01, -0.03, -0.04], [-0.13, 0.22, 0.15], [-0.01, 0.00, 0.02], [0.01, -0.02, -0.02], [0.00, -0.01, 0.00], [0.00, -0.02, 0.01], [0.01, -0.01, -0.01], [-0.01, 0.01, 0.01], [-0.02, 0.02, -0.01], [-0.04, 0.04, 0.02], [-0.02, 0.09, -0.09], [0.01, -0.03, 0.01], [0.04, -0.02, -0.02], [0.01, -0.01, -0.02], [-0.01, -0.01, 0.03], [-0.03, -0.03, -0.03], [0.01, -0.04, 0.03], [-0.03, 0.01, 0.14], [-0.10, 0.10, 0.08], [-0.12, 0.05, 0.00], [-0.03, -0.02, 0.08], [-0.07, 0.12, -0.21], [0.03, -0.02, 0.00], [-0.02, 0.00, 0.02], [0.00, -0.01, 0.03], [-0.10, 0.03, 0.04], [0.16, -0.07, -0.04], [-0.02, 0.02, -0.06], [0.09, -0.12, -0.24], [0.05, -0.06, 0.01], [0.03, 0.05, -0.05], [-0.01, -0.02, 0.02], [-0.06, -0.03, -0.02], [0.00, 0.01, 0.00], [-0.04, 0.02, 0.06], [0.08, 0.00, -0.04], [0.08, -0.09, 0.00], [0.00, 0.01, -0.01], [-0.01, -0.02, -0.01], [0.01, 0.00, 0.01], [0.00, -0.02, 0.02], [-0.02, 0.02, 0.02], [-0.02, 0.02, -0.02], [0.02, 0.00, -0.05], [0.04, -0.04, -0.06], [0.07, -0.01, -0.01], [0.00, 0.01, 0.00], [0.00, 0.00, -0.01], [-0.01, 0.01, 0.00], [0.00, 0.00, 0.00], [-0.02, -0.01, 0.01], [0.00, 0.02, 0.00], [0.01, 0.00, 0.00], [0.02, 0.03, -0.01], [0.02, 0.00, 0.02], [0.00, -0.03, 0.02], [0.01, 0.03, 0.01], [-0.04, 0.02, 0.01], [-0.02, 0.00, -0.01], [0.01, 0.01, 0.06], [0.02, -0.08, -0.02], [0.04, 0.05, 0.01]], "lowdin_charge": [1.33, -0.02, -0.40, -0.07, -0.11, -0.07, -0.13, -0.12, -0.04, -0.40, -0.18, 0.08, 0.08, 0.08, 0.09, 0.08, 0.09, 0.10, -0.08, -0.08, -0.22, -0.03, -0.10, -0.10, -0.02, -0.17, 0.16, -0.34, 0.14, -0.21, -0.17, -0.17, -0.12, -0.06, -0.23, -0.12, -0.09, 0.06, -0.22, -0.03, -0.10, -0.10, -0.02, -0.23, -0.12, -0.08, 0.09, 0.09, 0.10, 0.10, 0.10, 0.10, 0.12, 0.12, 0.11, 0.08, 0.09, 0.09, 0.09, 0.09, 0.09, 0.11, 0.10, 0.10, 0.10, 0.09, 0.05, 0.09, 0.40, -1.01, -0.07]}